*a*
Computed, not measured: a 2-piece molecular cluster, C6H11P overall, with ωB97M-V with the def2-TZVPD basis set.

Cartesian coordinates (Å):
C -1.40 -1.01 -1.94
C -0.73 -0.90 -0.83
C 0.60 -0.37 -0.52
C 0.86 -0.56 1.01
C 2.02 0.34 1.59
H -1.13 -0.59 -2.83
H -2.30 -1.53 -1.99
H -1.16 -1.46 -0.04
H 0.68 0.67 -0.85
H 1.30 -0.97 -1.16
H 1.13 -1.61 1.02
H -0.04 -0.28 1.50
H 2.94 0.23 0.99
H 1.96 1.47 1.74
H 2.25 -0.13 2.63
C -2.35 2.43 0.04
P -2.91 0.98 -0.03
H -1.72 3.29 -0.33

Results
* molecular weight: 114.13 g mol⁻¹
* HOMO: -9.24 eV

These are the Mulliken partial charges, in e, on atoms 1 to 5: atom 1 (C): -0.9431, atom 2 (C): -0.4103, atom 3 (C): -0.3318, atom 4 (C): -0.5032, atom 5 (C): -1.1373


*b*
Computed, not measured: one molecule with the formula C6H11P, with ωB97M-V with the def2-TZVPD basis set.

Cartesian coordinates (Å):
C 0.66 1.06 1.30
C 1.59 0.70 0.02
C -0.83 1.13 0.77
C 0.55 0.21 -0.97
C -0.83 0.24 -0.47
C -0.77 -1.20 -0.04
P -1.28 -2.50 -1.07
H 0.60 0.20 1.90
H 0.99 1.98 1.75
H 2.16 1.60 -0.35
H 2.19 -0.08 0.63
H -1.66 0.85 1.45
H -1.14 2.20 0.50
H 0.93 -0.20 -1.97
H -1.65 0.60 -1.17
H -0.36 -1.32 1.01
H -0.18 -3.49 -0.93
H -0.97 -1.99 -2.37

Results
* molecular weight: 114.13 g mol⁻¹
* HOMO (alpha / beta): -7.19 / -7.18 eV

These are the Mulliken partial charges, in e, on atoms 1 to 5: atom 1 (C): -0.9458, atom 2 (C): -0.3603, atom 3 (C): -0.8422, atom 4 (C): -0.4824, atom 5 (C): 0.3775


It is *a* that is the most stable of them.


*a*
Computed, not measured: one molecule with the formula C22H26N4O4S, with ωB97M-V with the def2-TZVPD basis set.

Cartesian coordinates (Å):
C 1.31 3.38 0.52
O 1.06 2.28 -0.33
C 1.64 1.08 0.02
C 0.78 0.00 0.17
C 1.26 -1.26 0.44
C 0.34 -2.41 0.69
O 0.37 -3.02 1.75
N -0.51 -2.75 -0.31
C -0.56 -2.17 -1.62
C -1.82 -1.28 -1.77
N -2.79 -1.63 -0.74
C -2.80 -0.91 0.43
N -2.91 -1.61 1.56
C -2.74 -1.00 2.72
N -2.42 0.27 2.89
C -2.44 1.00 1.78
S -2.16 2.70 1.77
C -2.56 2.78 0.08
C -2.57 4.09 -0.62
C -2.86 1.57 -0.46
C -3.40 1.43 -1.85
C -2.73 0.50 0.49
C -2.90 -3.07 -0.60
C -1.59 -3.67 -0.05
C 2.63 -1.43 0.64
C 3.51 -0.36 0.50
O 4.86 -0.49 0.71
C 5.37 -1.75 1.10
C 3.02 0.91 0.15
O 3.78 2.03 -0.07
C 5.15 1.93 -0.38
H 0.74 4.21 0.10
H 0.95 3.17 1.54
H 2.37 3.64 0.56
H -0.28 0.19 0.08
H -0.59 -3.00 -2.35
H 0.34 -1.59 -1.81
H -1.55 -0.24 -1.67
H -2.28 -1.44 -2.75
H -2.83 -1.61 3.60
H -2.32 4.89 0.07
H -1.85 4.09 -1.44
H -3.56 4.30 -1.04
H -4.16 2.19 -2.02
H -2.62 1.59 -2.60
H -3.85 0.46 -2.00
H -3.73 -3.29 0.08
H -3.13 -3.47 -1.59
H -1.39 -4.64 -0.52
H -1.65 -3.80 1.04
H 2.98 -2.41 0.91
H 4.93 -2.08 2.04
H 5.20 -2.51 0.33
H 6.44 -1.60 1.23
H 5.43 2.92 -0.73
H 5.75 1.68 0.50
H 5.33 1.20 -1.17

Results
* molecular weight: 442.54 g mol⁻¹
* HOMO: -7.82 eV

These are the Mulliken partial charges, in e, on atoms 1 to 5: atom 1 (C): -0.7156, atom 2 (O): -0.5396, atom 3 (C): 0.0015, atom 4 (C): 0.2086, atom 5 (C): -1.3249


*b*
Computed, not measured: one molecule with the formula C22H26N4O4S, with ωB97M-V with the def2-TZVPD basis set.

Cartesian coordinates (Å):
C 2.09 1.90 -2.62
O 0.97 1.85 -3.49
C 0.03 2.84 -3.23
C 0.17 4.06 -3.88
C -0.71 5.10 -3.66
C -1.74 4.92 -2.75
C -1.90 3.71 -2.11
C -1.03 2.64 -2.33
N -1.30 1.44 -1.69
C -1.41 1.42 -0.24
C -2.36 0.30 0.19
N -1.88 -0.96 -0.34
C -1.25 -1.84 0.47
O -1.24 -1.68 1.69
C -0.62 -3.05 -0.19
C 0.04 -3.99 0.83
C 1.56 -4.11 0.68
C 2.32 -2.79 0.82
N 1.87 -1.98 1.95
C 2.02 -2.54 3.20
O 2.59 -3.60 3.39
N 1.50 -1.83 4.25
C 0.90 -0.61 4.09
C 0.31 0.20 5.09
C -0.18 1.35 4.57
S 0.05 1.49 2.87
C 0.83 -0.05 2.84
C 1.32 -0.73 1.67
O 1.31 -0.28 0.53
C -1.78 -0.92 -1.78
C -0.79 0.18 -2.19
H 2.58 2.87 -2.66
H 1.81 1.68 -1.58
H 2.77 1.13 -2.97
H 1.00 4.17 -4.57
H -0.58 6.04 -4.17
H -2.44 5.73 -2.56
H -2.73 3.58 -1.43
H -1.78 2.38 0.12
H -0.43 1.22 0.21
H -2.39 0.22 1.28
H -3.37 0.48 -0.20
H 0.12 -2.70 -0.91
H -1.40 -3.58 -0.74
H -0.19 -3.62 1.83
H -0.38 -4.99 0.74
H 1.80 -4.52 -0.30
H 1.92 -4.80 1.44
H 2.20 -2.16 -0.06
H 3.38 -3.01 0.96
H 1.57 -2.25 5.16
H 0.26 -0.07 6.13
H -0.67 2.15 5.09
H -1.48 -1.88 -2.19
H -2.77 -0.67 -2.18
H -0.70 0.23 -3.27
H 0.19 -0.06 -1.75

Results
* molecular weight: 442.54 g mol⁻¹
* HOMO: -7.66 eV

These are the Mulliken partial charges, in e, on atoms 1 to 5: atom 1 (C): -0.6815, atom 2 (O): -0.5249, atom 3 (C): 0.3058, atom 4 (C): -0.3167, atom 5 (C): -0.5382


It is *b* that is the most stable of them.


*a*
Computed, not measured: a 11-piece molecular cluster, C5H32O11S2 overall, with ωB97M-V with the def2-TZVPD basis set.

Cartesian coordinates (Å):
C -2.21 -0.04 -3.43
C -2.98 0.18 -2.16
S -2.05 1.19 -0.96
S -0.55 0.12 -0.20
C -1.05 -0.82 1.29
C -0.08 -1.95 1.55
C 1.37 -1.55 1.70
O 1.54 -0.61 2.78
H -1.27 -0.59 -3.33
H -1.93 0.86 -3.95
H -2.77 -0.60 -4.19
H -3.95 0.64 -2.36
H -3.29 -0.76 -1.70
H -2.08 -1.19 1.18
H -1.10 -0.10 2.19
H -0.12 -2.71 0.74
H -0.44 -2.48 2.44
H 2.04 -2.38 1.85
H 1.80 -1.02 0.83
H 1.55 -1.05 3.61
O 2.76 0.25 -1.44
H 2.41 1.14 -1.73
H 3.68 0.23 -1.73
O 1.45 3.68 0.29
H 0.56 3.72 0.54
H 1.90 3.01 0.86
O 2.53 1.49 1.42
H 2.61 1.01 0.51
H 2.37 0.76 2.03
O 1.87 2.66 -2.16
H 0.98 2.59 -2.57
H 1.75 3.10 -1.30
O -3.80 -0.35 2.36
H -4.62 0.01 1.92
H -3.31 0.45 2.68
O 0.19 1.65 3.25
H 0.65 2.22 2.61
H 0.56 0.78 3.10
O -0.11 -3.08 -2.11
H -0.89 -2.72 -1.74
H 0.29 -2.34 -2.55
O -2.49 1.86 3.12
H -2.75 2.12 3.99
H -1.52 1.77 3.11
O 2.08 -2.90 -0.55
H 2.37 -2.11 -1.01
H 1.25 -3.24 -1.07
O 1.22 -1.04 -3.22
H 1.79 -1.32 -3.90
H 1.80 -0.53 -2.58

Results
* molecular weight: 332.43 g mol⁻¹
* HOMO: -8.82 eV

These are the Mulliken partial charges, in e, on atoms 1 to 5: atom 1 (C): -0.9051, atom 2 (C): -0.4221, atom 3 (S): -0.1138, atom 4 (S): 0.2055, atom 5 (C): -0.2299


*b*
Computed, not measured: a 11-piece molecular cluster, C5H32O11S2 overall, with ωB97M-V with the def2-TZVPD basis set.

Cartesian coordinates (Å):
C -3.50 -1.25 -1.75
C -2.66 -0.72 -2.90
S -1.97 0.96 -2.58
S -0.12 0.87 -1.89
C -0.03 0.80 -0.07
C -0.95 -0.19 0.62
C -0.58 -1.66 0.53
O -1.52 -2.51 1.12
H -2.90 -1.22 -0.85
H -3.75 -2.31 -1.86
H -4.37 -0.62 -1.62
H -1.98 -1.46 -3.29
H -3.29 -0.44 -3.73
H -0.31 1.78 0.32
H 1.02 0.68 0.11
H -1.97 -0.01 0.32
H -0.70 0.04 1.66
H -0.51 -1.92 -0.54
H 0.45 -1.80 0.87
H -1.76 -2.12 1.97
O 4.99 -2.21 -0.64
H 4.53 -1.78 0.08
H 4.39 -2.84 -1.05
O -0.20 4.44 -0.25
H -0.35 3.89 -1.03
H -1.11 4.72 -0.09
O 2.57 2.25 2.14
H 1.88 2.83 1.82
H 3.43 2.40 1.74
O 3.48 2.32 -0.80
H 3.22 1.52 -0.34
H 3.55 2.20 -1.74
O -3.59 1.16 2.76
H -2.86 0.58 2.54
H -3.19 1.83 3.34
O -0.26 2.46 3.77
H 0.43 3.01 3.39
H 0.02 2.27 4.68
O 2.19 -2.64 -1.02
H 1.72 -3.14 -1.72
H 1.58 -1.89 -0.98
O -0.90 -0.82 3.74
H 0.02 -1.07 3.87
H -1.02 0.12 3.87
O 2.26 -2.19 2.92
H 2.69 -3.05 2.93
H 1.81 -2.33 2.07
O 0.69 -2.99 -3.25
H 0.87 -2.15 -3.64
H 0.11 -3.48 -3.83

Results
* molecular weight: 332.43 g mol⁻¹
* HOMO: -9.26 eV

These are the Mulliken partial charges, in e, on atoms 1 to 5: atom 1 (C): -0.7729, atom 2 (C): -0.3775, atom 3 (S): -0.0836, atom 4 (S): -0.1016, atom 5 (C): -0.8715


It is *a* that is the most stable of them.